Record 1
{"formula": "C21H17ClIN6OPd", "method": "the ωB97M-V functional and the def2-TZVPD basis", "elements": ["Pd", "Cl", "C", "C", "C", "I", "C", "O", "C", "N", "C", "C", "C", "C", "H", "H", "H", "H", "N", "C", "C", "N", "C", "C", "N", "C", "C", "N", "H", "H", "H", "H", "H", "H", "C", "C", "C", "C", "N", "C", "C", "H", "H", "H", "H", "H", "H", "H"], "coordinates": [[-0.2928, -0.1767, 0.2762], [-6.0053, 3.5099, -0.2009], [-4.8551, 2.2214, -0.0573], [-5.2969, 0.9311, 0.0772], [-4.3892, -0.1356, 0.2015], [-5.0926, -2.0787, 0.3978], [-3.0243, 0.0808, 0.1925], [-2.1229, -0.8727, 0.2919], [-2.5846, 1.4233, 0.0448], [-1.2252, 1.6007, 0.0352], [-0.7284, 2.8094, -0.0878], [-1.5469, 3.9448, -0.2109], [-2.9052, 3.7953, -0.2075], [-3.4714, 2.5063, -0.0771], [-6.3595, 0.7330, 0.0888], [0.3503, 2.9010, -0.0915], [-1.0892, 4.9182, -0.3077], [-3.5578, 4.6525, -0.3011], [0.1722, -4.1315, 1.3989], [0.2576, -3.6390, 2.6853], [0.3341, -2.2921, 2.5562], [0.3145, -1.9547, 1.2243], [0.2054, -3.0886, 0.5502], [0.1203, -3.1081, -0.9054], [0.2277, -1.9879, -1.5644], [0.1023, -2.3151, -2.8910], [-0.0844, -3.6599, -3.0186], [-0.0778, -4.1608, -1.7359], [0.0942, -5.1036, 1.1552], [0.2511, -4.2790, 3.5485], [0.4047, -1.5494, 3.3314], [0.1384, -1.5736, -3.6708], [-0.2262, -4.2925, -3.8765], [-0.2128, -5.1252, -1.4876], [5.5857, 2.1508, 0.1358], [4.1990, 1.5852, 0.1820], [3.4960, 1.4623, 1.3765], [2.2181, 0.9405, 1.3711], [1.6142, 0.5395, 0.2483], [2.2790, 0.6442, -0.9093], [3.5558, 1.1578, -0.9787], [5.9511, 2.3968, 1.1304], [5.6062, 3.0562, -0.4725], [6.2751, 1.4388, -0.3190], [3.9389, 1.7717, 2.3135], [1.6493, 0.8394, 2.2853], [1.7571, 0.2922, -1.7879], [4.0501, 1.2215, -1.9392]], "atomic_forces_ev_per_a": [[0.2450, 0.2866, 0.8949], [0.0248, 0.0116, -0.0021], [-0.1375, -0.1405, 0.0155], [0.1334, 0.1397, -0.0134], [0.0292, -0.0342, 0.0133], [0.0185, 0.0183, -0.0005], [0.0095, -0.0821, -0.0786], [-0.1946, -0.0805, 0.1012], [-0.0163, -0.0186, 0.0379], [-0.0440, 0.0722, -0.3576], [0.0352, 0.0837, -0.0268], [-0.0042, -0.0685, 0.0245], [-0.0253, -0.0364, 0.0092], [-0.0004, 0.1615, -0.0199], [-0.0033, -0.0070, 0.0017], [-0.0078, -0.0246, -0.0113], [0.0055, 0.0003, 0.0018], [-0.0024, -0.0049, -0.0025], [0.0473, 0.0132, 0.1528], [-0.0202, -0.1005, -0.1223], [0.1048, 0.2077, 0.0546], [-0.2574, -0.5774, -0.4266], [-0.0214, 0.0109, -0.0711], [-0.0146, 0.0540, 0.3914], [0.1368, 0.1709, -0.6933], [-0.0474, -0.1542, 0.1047], [-0.0446, -0.0342, 0.0862], [0.0761, 0.0533, -0.0657], [0.0183, -0.0041, -0.0029], [-0.0029, 0.0027, -0.0078], [-0.0314, 0.0019, -0.0135], [0.0139, -0.0064, 0.0146], [-0.0097, -0.0022, 0.0082], [-0.0115, -0.0062, -0.0145], [0.0024, 0.0035, 0.0004], [-0.0076, -0.0124, 0.0059], [0.0256, -0.0019, -0.0348], [0.0276, 0.0110, 0.0059], [-0.0377, 0.1175, 0.0366], [0.0179, -0.0279, -0.0274], [0.0286, 0.0131, 0.0361], [-0.0074, 0.0009, -0.0029], [-0.0005, -0.0030, 0.0011], [-0.0094, -0.0031, -0.0035], [-0.0056, -0.0011, -0.0033], [-0.0139, 0.0074, 0.0004], [-0.0127, -0.0084, 0.0004], [-0.0087, -0.0015, 0.0030]], "lowdin_charge": [1.03, 0.71, -0.61, -0.15, -0.65, 0.94, -0.43, -0.25, -0.14, -0.02, -0.10, -0.03, 0.01, -0.17, 0.10, 0.11, 0.11, 0.10, 0.13, -0.05, -0.10, 0.00, -0.25, -0.28, 0.08, -0.11, -0.06, 0.12, 0.17, 0.12, 0.11, 0.11, 0.12, 0.16, -0.03, -0.24, 0.00, -0.11, -0.10, -0.11, 0.00, 0.08, 0.10, 0.09, 0.12, 0.11, 0.11, 0.13], "homo_lumo_gap_ha": 0.2701, "homo_energy_ev": -9.96, "charge": 1}

Record 2
{"formula": "C21H17ClIN7O3PtS2", "method": "the ωB97M-V functional and the def2-TZVPD basis", "elements": ["Pt", "O", "C", "C", "C", "C", "C", "C", "C", "O", "N", "N", "C", "S", "C", "C", "S", "H", "H", "H", "H", "H", "H", "H", "H", "H", "Cl", "C", "C", "C", "I", "C", "O", "C", "N", "C", "C", "C", "C", "H", "H", "H", "H", "N", "C", "N", "N", "C", "N", "H", "H", "H", "H"], "coordinates": [[-18.9845, -3.2863, 3.9347], [-21.8491, -7.0850, 0.8848], [-22.9050, -6.4237, 1.4349], [-24.1937, -6.7480, 0.9938], [-25.2933, -6.0950, 1.5184], [-25.1195, -5.1109, 2.5017], [-23.8469, -4.7906, 2.9151], [-22.7112, -5.4638, 2.4586], [-21.3724, -4.9849, 2.9051], [-21.2102, -4.3321, 3.9830], [-20.3433, -5.1507, 2.0429], [-19.1923, -4.7064, 2.4952], [-18.1301, -5.1302, 1.6613], [-16.7228, -4.2775, 1.2815], [-16.0057, -5.4718, 0.1068], [-16.6711, -6.8478, 0.1959], [-18.3588, -6.6683, 0.8010], [-21.0704, -6.5463, 1.1919], [-24.2725, -7.5059, 0.2240], [-26.2814, -6.3278, 1.1616], [-25.9978, -4.6116, 2.8995], [-23.7152, -3.9619, 3.5948], [-14.9326, -5.5199, 0.3394], [-16.1266, -5.1199, -0.9103], [-16.1401, -7.5091, 0.8830], [-16.7218, -7.3584, -0.7795], [-13.5306, 0.0149, 6.5894], [-14.5629, -1.1908, 5.9060], [-14.0043, -2.2656, 5.1998], [-14.8434, -3.2517, 4.6374], [-13.9312, -4.8729, 3.6807], [-16.2291, -3.0938, 4.6962], [-17.0752, -3.9233, 4.0758], [-16.8055, -2.0653, 5.4129], [-18.1570, -2.0003, 5.3476], [-18.7497, -1.1526, 6.2311], [-18.0119, -0.1448, 6.8351], [-16.6270, -0.1119, 6.7508], [-15.9747, -1.1157, 6.0434], [-12.9343, -2.3335, 5.1084], [-19.7985, -1.2458, 6.4271], [-18.5247, 0.5851, 7.4274], [-16.0441, 0.6557, 7.2370], [-23.8446, -1.4780, 6.9035], [-22.9574, -1.9838, 6.0334], [-22.8819, -3.3182, 5.9736], [-22.1821, -1.1220, 5.3899], [-21.3232, -1.5345, 4.5301], [-20.4281, -1.9416, 3.8503], [-24.5303, -2.1048, 7.3196], [-24.0081, -0.4700, 6.9080], [-23.7640, -3.8286, 6.1079], [-22.2613, -3.7271, 5.2512]], "atomic_forces_ev_per_a": [[4.6006, 1.1179, 1.1825], [-0.3172, 0.8243, 0.4665], [0.5243, -0.3253, 0.3003], [0.2892, 0.1123, 0.0997], [0.4458, 0.1547, 0.3538], [-0.4532, -0.3865, -0.5067], [0.1220, 0.0204, 0.3332], [-0.3217, 0.3004, -0.8135], [1.2285, 0.6711, -0.0298], [-1.5426, -1.4284, -0.0952], [-3.3362, -2.0330, 0.2784], [4.8931, 0.2867, -3.0291], [-3.8067, -0.1597, 2.1757], [0.7289, 0.4712, -0.0285], [0.1688, -0.3439, -0.1129], [0.2457, -0.1636, 0.4110], [-0.6588, 0.7128, 0.1184], [0.0586, -0.3933, -0.3632], [-0.0972, 0.0541, 0.0195], [-0.2040, -0.1074, -0.0596], [0.2134, 0.1063, -0.0314], [0.0956, -0.0270, 0.1386], [-0.3204, -0.0574, -0.1032], [-0.0172, 0.4498, -0.0749], [0.0446, 0.1130, -0.0094], [0.0423, 0.3708, 0.3233], [-0.2474, -0.2850, -0.1586], [-0.4358, -0.8167, -0.4315], [-0.8102, -0.9913, -0.4420], [2.7750, 0.8754, 0.2754], [-0.2892, 0.2620, 0.2155], [-2.4246, -1.8637, -0.9783], [1.0474, 0.1961, 0.4224], [0.8088, 0.2414, -0.4835], [-0.7281, -0.9587, -0.0332], [0.5581, 1.9639, 0.6889], [-1.4597, -1.1681, -0.1387], [0.8615, 0.6071, -0.0091], [-0.2722, 0.8117, 0.6057], [0.1399, -0.1177, -0.0315], [-0.2891, -0.0009, -0.1767], [-0.2561, 0.1407, 0.3289], [-0.1087, 0.0781, 0.0211], [-0.7766, 0.5324, 0.2170], [0.0242, 0.1454, 0.1317], [-0.5127, -0.4976, -0.5819], [-0.6316, 0.4638, 0.3198], [3.5031, -2.0347, -2.1112], [-4.4490, 2.1547, 1.4674], [0.4180, 0.5585, -0.0970], [0.0799, -0.7538, -0.0363], [0.8520, 0.2902, 0.1157], [-0.0034, -0.1737, -0.0438]], "mulliken_spin": [0.15, 0.00, 0.00, 0.00, 0.00, 0.00, 0.00, 0.00, 0.00, 0.01, 0.00, -0.01, 0.01, 0.01, 0.00, 0.00, 0.00, 0.00, 0.00, 0.00, 0.00, 0.00, 0.00, 0.00, 0.00, 0.00, 0.04, 0.25, -0.06, 0.20, 0.02, 0.21, 0.30, 0.08, 0.25, 0.20, -0.04, 0.42, -0.12, 0.01, 0.04, 0.00, 0.03, 0.00, 0.00, 0.00, 0.00, 0.00, 0.00, 0.00, 0.00, 0.00, 0.00], "homo_lumo_gap_ha": [0.2047, 0.1711], "multiplicity": 3, "homo_energy_ev": [-5.46, -7.07], "s_squared": 2.0456, "relative_energy_kj_mol": 35.65}

Record 3
{"formula": "C21H17F10MnN3S2", "method": "the ωB97M-V functional and the def2-TZVPD basis", "elements": ["Mn", "C", "N", "C", "C", "N", "C", "C", "F", "C", "F", "C", "F", "C", "F", "C", "F", "C", "C", "N", "C", "C", "F", "C", "F", "C", "F", "C", "F", "C", "F", "H", "H", "H", "H", "H", "H", "H", "H", "H", "H", "H", "C", "C", "S", "C", "C", "S", "H", "H", "H", "H", "H", "H"], "coordinates": [[-0.0382, -0.5761, 0.5889], [0.3964, 1.6971, -1.2034], [0.0648, 1.4725, 0.2181], [1.1504, 1.9943, 1.0649], [2.3107, 0.9705, 1.0594], [1.8372, -0.2587, 0.4552], [2.6393, -0.9940, -0.3739], [4.0219, -1.1682, -0.2519], [4.6848, -0.6005, 0.7678], [4.7340, -1.9611, -1.1328], [6.0449, -2.1283, -0.9581], [4.0971, -2.6137, -2.1768], [4.7897, -3.3955, -3.0067], [2.7319, -2.4510, -2.3389], [2.0978, -3.0371, -3.3515], [2.0435, -1.6530, -1.4480], [0.7279, -1.4036, -1.6827], [-1.2690, 2.0152, 0.5245], [-2.2557, 1.1146, -0.1947], [-1.8414, -0.2479, 0.1206], [-2.8168, -1.2287, -0.1080], [-3.3067, -2.0423, 0.9113], [-2.8869, -1.8821, 2.1679], [-4.2395, -3.0353, 0.6722], [-4.6769, -3.7977, 1.6762], [-4.7452, -3.2262, -0.6031], [-5.6534, -4.1751, -0.8293], [-4.2999, -2.4200, -1.6344], [-4.7628, -2.5954, -2.8718], [-3.3463, -1.4497, -1.3763], [-2.8925, -0.7296, -2.4140], [0.2106, 2.7420, -1.4713], [-0.1975, 1.0459, -1.8424], [1.4465, 1.4667, -1.3642], [0.7538, 2.1310, 2.0702], [1.4740, 2.9755, 0.6989], [2.6125, 0.7966, 2.1002], [3.1764, 1.3684, 0.5254], [-1.3547, 3.0633, 0.2129], [-1.4100, 1.9528, 1.6045], [-2.2559, 1.3266, -1.2703], [-3.2728, 1.3167, 0.1591], [0.2610, -2.1963, 4.8142], [0.1750, -1.9881, 3.3254], [-0.0852, -0.4167, 2.7633], [0.2271, -3.0391, 2.4398], [0.3734, -4.4643, 2.9027], [-0.0225, -2.7334, 0.7987], [0.2109, -1.2478, 5.3459], [1.1986, -2.6839, 5.0862], [-0.5551, -2.8283, 5.1687], [0.9395, -4.5325, 3.8296], [0.8831, -5.0647, 2.1500], [-0.6046, -4.9183, 3.0803]], "atomic_forces_ev_per_a": [[-0.1037, 0.2155, 0.7710], [0.0117, -0.0546, 0.0117], [0.0553, 0.1924, -0.0024], [-0.0724, 0.0867, -0.0881], [-0.0005, 0.0582, 0.0658], [-0.0931, -0.1963, -0.1901], [-0.0690, 0.1667, 0.1216], [0.0257, -0.0622, -0.0327], [-0.0131, 0.0051, 0.0236], [-0.0221, 0.0094, -0.0004], [0.0277, -0.0055, -0.0022], [-0.0546, 0.0035, 0.0123], [0.0163, -0.0030, -0.0116], [0.0414, 0.0631, 0.1194], [-0.0009, -0.0168, -0.0321], [-0.0355, -0.0785, -0.2792], [0.0365, -0.0654, -0.0605], [0.0381, 0.0446, -0.1079], [-0.0277, 0.1536, 0.2120], [0.1473, -0.3131, -0.4511], [0.1435, 0.1694, 0.0295], [-0.1719, -0.1096, 0.0127], [0.0525, 0.0472, -0.0033], [0.0014, 0.0351, -0.0551], [-0.0068, -0.0141, 0.0143], [0.0289, 0.0212, 0.0161], [-0.0091, 0.0020, -0.0117], [0.0737, 0.0143, 0.1070], [-0.0279, -0.0161, -0.0292], [-0.0442, -0.0948, -0.1140], [0.0079, 0.0281, 0.0252], [0.0308, 0.0005, 0.0022], [-0.0071, 0.0310, 0.0001], [-0.0129, -0.0061, -0.0340], [0.0364, -0.0694, 0.0022], [0.0090, -0.0171, 0.0306], [0.0235, 0.0017, -0.0350], [-0.0176, -0.0244, -0.0209], [0.0126, -0.0280, 0.0035], [-0.0614, -0.0354, -0.0250], [-0.0083, -0.0310, 0.0144], [0.0319, -0.0468, 0.0590], [0.0351, 0.0856, 0.0038], [0.0401, -0.7298, 0.0855], [-0.0653, 0.3479, -0.2828], [0.0267, 0.1265, 0.7157], [0.0062, -0.0339, -0.1161], [-0.0120, 0.0972, -0.4341], [-0.0099, 0.0099, -0.0204], [0.0159, 0.0017, 0.0011], [-0.0162, -0.0171, -0.0224], [0.0308, 0.0313, 0.0163], [-0.0243, 0.0058, -0.0148], [-0.0195, 0.0140, 0.0004]], "mulliken_spin": [0.89, 0.01, -0.04, 0.01, -0.01, -0.06, -0.02, -0.01, 0.00, 0.00, 0.00, 0.00, 0.00, 0.01, 0.00, 0.02, 0.00, -0.01, 0.01, 0.03, 0.00, 0.00, 0.00, 0.01, 0.00, 0.00, 0.00, 0.00, 0.00, -0.01, 0.00, 0.00, 0.00, 0.00, 0.00, 0.00, 0.00, 0.00, 0.00, 0.00, 0.00, 0.00, 0.00, 0.07, -0.01, 0.01, 0.00, 0.09, 0.00, 0.00, 0.00, 0.00, 0.00, 0.00], "homo_lumo_gap_ha": [0.2199, 0.2225], "multiplicity": 2, "homo_energy_ev": [-7.36, -7.48], "s_squared": 0.8007, "relative_energy_kj_mol": 0.00}

Record 4
{"formula": "C21H17F3N", "method": "the ωB97M-V functional and the def2-TZVPD basis", "elements": ["F", "C", "C", "C", "F", "C", "C", "C", "C", "C", "C", "C", "C", "F", "C", "C", "H", "H", "H", "H", "H", "H", "H", "H", "C", "N", "C", "C", "C", "C", "C", "C", "C", "H", "H", "H", "H", "H", "H", "H", "H", "H"], "coordinates": [[2.3030, 4.8310, -1.9043], [2.2016, 3.4546, -1.9187], [3.3827, 2.7189, -1.9112], [3.2338, 1.3304, -1.9278], [4.3745, 0.5579, -1.9245], [2.0066, 0.7010, -1.9352], [0.7915, 1.4648, -1.8983], [-0.4288, 0.7336, -1.8726], [-1.7833, 1.1739, -1.9066], [-2.8030, 0.1667, -1.9460], [-4.1482, 0.4886, -1.9355], [-4.5786, 1.8238, -1.9088], [-3.5934, 2.8034, -1.9213], [-3.9967, 4.1219, -1.9055], [-2.2329, 2.5319, -1.9385], [0.9341, 2.8881, -1.9257], [4.3562, 3.1943, -1.8984], [1.9464, -0.3863, -1.9570], [-0.2955, -0.3493, -1.8977], [-2.4884, -0.8780, -1.9810], [-4.8942, -0.3036, -1.9403], [-5.6297, 2.0891, -1.8857], [-1.5427, 3.3636, -1.9698], [0.0757, 3.5450, -1.9447], [0.8700, -3.0944, -0.9058], [0.9471, -2.4039, 0.4012], [0.2724, -2.7694, 1.4089], [0.5292, -2.3668, 2.8128], [-0.4077, -2.6603, 3.8280], [-0.1803, -2.2215, 5.1299], [0.9862, -1.5076, 5.4390], [1.9261, -1.2329, 4.4373], [1.7028, -1.6587, 3.1218], [1.7486, -2.7797, -1.4791], [0.8680, -4.1966, -0.8479], [-0.0344, -2.7713, -1.4422], [-0.6019, -3.4553, 1.3159], [-1.3099, -3.2180, 3.5689], [-0.9125, -2.4309, 5.9100], [1.1566, -1.1669, 6.4596], [2.8344, -0.6826, 4.6768], [2.4149, -1.4487, 2.3199]], "atomic_forces_ev_per_a": [[-0.1781, -1.8571, -0.0669], [-0.4267, 1.3374, 0.0466], [-0.5230, -0.6193, -0.0238], [1.2715, -0.5570, 0.0215], [-1.5302, 1.0031, -0.0485], [-0.6966, -0.1122, 0.1563], [1.2025, 0.4503, -0.1671], [-0.2063, 0.5290, -0.4928], [-0.7456, 0.0805, -0.1654], [0.5925, 0.0597, 0.1495], [-0.3171, 0.0798, -0.0082], [0.6933, -0.6136, -0.0149], [0.2048, 1.4790, 0.0306], [0.5865, -1.6276, -0.0706], [-0.3376, -0.1941, 0.1491], [0.2129, -0.1828, 0.1331], [-0.0776, -0.0423, 0.0007], [0.1660, 0.2292, 0.1172], [-0.0661, 0.1552, 0.1777], [-0.1713, 0.2667, 0.0876], [0.2084, 0.1593, -0.0283], [0.1336, 0.0187, -0.0101], [-0.5015, -0.1204, 0.0785], [0.5397, 0.0072, 0.0775], [-0.4671, 0.5264, 0.6001], [0.8194, -0.3123, 0.0540], [-0.8411, -0.7238, -0.1771], [0.0863, 0.6753, 0.0734], [0.4742, 0.2159, -0.4920], [0.2031, 0.0677, -0.0074], [-0.1316, -0.1408, -0.4006], [-0.1994, -0.1758, -0.2543], [-0.2949, 0.0033, 0.4647], [-0.2021, -0.1858, 0.0129], [-0.0530, 0.4527, 0.1723], [0.0910, -0.1635, -0.0730], [0.4920, -0.0507, -0.0883], [0.2121, 0.1424, 0.1379], [0.2149, 0.0353, -0.2039], [-0.0173, -0.0903, -0.2551], [-0.1960, -0.1287, -0.0137], [-0.2244, -0.0762, 0.3211]], "lowdin_charge": [0.07, -0.19, 0.14, -0.19, 0.07, 0.09, -0.15, 0.15, -0.16, 0.02, -0.02, 0.07, -0.20, 0.07, 0.10, 0.09, 0.15, 0.13, 0.12, 0.13, 0.13, 0.14, 0.11, 0.10, -0.12, -0.03, -0.16, -0.21, -0.04, -0.08, -0.07, -0.07, -0.04, 0.06, 0.09, 0.06, 0.13, 0.11, 0.11, 0.11, 0.10, 0.11], "homo_lumo_gap_ha": 0.1683, "homo_energy_ev": -11.16, "charge": 1, "relative_energy_kj_mol": 392.99}

Number 1: E -2099.87409 Ha. Number 2: E -3092.94659 Ha. Number 3: E -3920.62887 Ha. Number 4: E -1164.45701 Ha.